--- a ---
DFT (the ωB97M-V functional and the def2-TZVPD basis) results for C5H8OS as an isolated structure.

Each line ends with the Löwdin charge.
Cartesian coordinates (Å):
C: 2.02 -1.06 0.02  -0.147
C: 1.09 0.07 0.11  -0.242
C: -0.25 0.20 0.03  -0.265
C: -0.90 1.56 -0.12  -0.137
C: -1.18 -1.13 -0.13  -0.706
H: 2.10 -1.62 1.45  0.203
H: 3.21 -0.53 -0.36  0.145
H: 1.52 -1.88 -0.81  0.125
H: 1.47 1.07 0.07  0.081
H: -1.69 1.54 -0.97  0.107
H: -1.20 2.00 0.86  0.102
H: -0.05 2.20 -0.28  0.062
H: -2.59 0.59 0.14  -0.146
O: -0.68 -2.26 -0.12  -0.045
S: -2.88 -0.75 0.09  0.862

Frontier orbital gap in eV: 9.62
Highest occupied orbital energy in eV: -9.366

--- b ---
DFT (the ωB97M-V functional and the def2-TZVPD basis) results for one molecule with the formula C5H8OS.

Each line ends with the Löwdin charge.
Cartesian coordinates (Å):
C: -0.28 0.79 1.39  -0.190
C: 0.00 1.69 0.32  -0.529
S: 0.42 1.72 -1.35  0.857
C: 0.30 -0.16 -1.83  -0.365
C: 0.39 -0.66 -0.35  -0.260
C: -0.29 -1.55 0.75  -0.201
O: -0.69 -0.53 1.59  -0.119
H: -0.33 1.24 2.48  0.156
H: -0.04 2.78 0.51  0.056
H: 1.19 -0.32 -2.65  0.109
H: -0.68 -0.39 -2.33  0.078
H: -0.53 0.07 -0.29  0.067
H: 1.23 -0.25 0.21  0.103
H: 0.48 -2.34 1.05  0.135
H: -1.17 -2.09 0.50  0.105

Frontier orbital gap in eV: 8.53
SMILES: C1=CSCCCO1
Highest occupied orbital energy in eV: -7.822

It is a that is the most stable of them.

--- a ---
DFT (the ωB97M-V functional and the def2-TZVPD basis) results for one molecule with the formula C5H8OS.

Each line ends with the Löwdin charge.
Cartesian coordinates (Å):
C: 1.71 1.39 0.18  -0.094
C: 0.30 1.27 -0.33  -0.147
C: -0.31 0.12 -0.71  -0.467
C: -1.71 0.14 -1.32  -0.268
O: -2.33 -0.89 -1.53  0.022
S: 0.44 -1.57 -0.56  0.831
C: -0.36 -2.00 1.00  -0.415
H: 2.34 1.87 -0.48  0.055
H: 2.09 0.45 0.55  0.049
H: 1.65 2.05 1.08  0.090
H: -0.23 2.26 -0.52  0.130
H: -2.06 1.13 -1.47  0.098
H: -0.21 -1.15 1.74  0.057
H: -1.41 -2.15 0.90  0.013
H: 0.09 -2.92 1.47  0.048

Frontier orbital gap in eV: 9.12
SMILES: C/C=C(/C=O)SC
Highest occupied orbital energy in eV: -8.797

--- b ---
DFT (the ωB97M-V functional and the def2-TZVPD basis) results for a 2-piece molecular cluster, C5H8OS overall.

Each line ends with the Löwdin charge.
Cartesian coordinates (Å):
C: -1.88 0.92 0.56  -0.065
C: -0.15 -1.93 0.63  -0.161
C: -0.03 -1.33 -0.76  -0.172
C: 0.01 -0.47 0.45  -0.652
C: 1.41 1.70 -0.38  -0.375
O: -2.81 0.67 -0.12  0.041
S: 1.33 0.51 1.00  0.827
H: -1.72 1.74 1.27  0.075
H: -1.11 -2.32 0.94  0.098
H: 0.69 -2.48 1.02  0.098
H: 0.88 -1.50 -1.32  0.102
H: -0.91 -1.29 -1.37  0.097
H: 1.01 2.65 -0.05  0.025
H: 0.83 1.30 -1.20  0.035
H: 2.45 1.82 -0.66  0.026

Frontier orbital gap (alpha / beta) in eV: 8.19 / 8.19
Highest occupied orbital energy (alpha / beta) in eV: -7.473 / -7.474

--- c ---
DFT (the ωB97M-V functional and the def2-TZVPD basis) results for one molecule with the formula C5H8OS.

Each line ends with the Löwdin charge.
Cartesian coordinates (Å):
S: -2.52 -0.35 0.03  0.821
C: -0.89 -0.20 -0.26  -0.805
C: 0.22 -1.38 -0.36  -0.084
O: 1.57 -0.76 -0.32  -0.112
C: 1.42 0.18 0.60  -0.268
C: -0.01 0.74 0.46  -0.288
C: -0.33 1.08 -0.91  -0.085
H: -2.45 -0.44 1.46  -0.055
H: 0.16 -2.31 0.32  0.150
H: 0.15 -1.72 -1.32  0.077
H: 1.85 -0.05 1.60  0.135
H: 2.02 0.97 0.08  0.137
H: -0.49 1.29 1.37  0.173
H: -1.11 1.79 -1.10  0.099
H: 0.40 1.18 -1.65  0.105

Frontier orbital gap in eV: 9.89
SMILES: S[C@]12COC[C@H]1C2
Highest occupied orbital energy in eV: -9.127

It is a that is the most stable of them.

--- a ---
DFT (the ωB97M-V functional and the def2-TZVPD basis) results for one molecule with the formula C2H3Cl2NS.

Each line ends with the Löwdin charge.
Cartesian coordinates (Å):
S: -0.71 1.96 -0.88  0.730
N: -0.36 1.61 0.74  -0.392
C: 0.18 0.59 1.30  -0.351
C: 0.26 -0.86 0.80  -1.029
Cl: -1.15 -1.41 -0.19  0.541
Cl: 1.77 -1.02 -0.17  0.546
H: -0.29 0.95 -1.59  -0.201
H: 0.46 0.76 2.33  0.102
H: 0.36 -1.53 1.65  0.054

Frontier orbital gap in eV: 9.38
SMILES: S/N=C\C(Cl)Cl
Highest occupied orbital energy in eV: -9.206

--- b ---
DFT (the ωB97M-V functional and the def2-TZVPD basis) results for a 2-piece molecular cluster, C2H3Cl2NS overall.

Each line ends with the Löwdin charge.
Cartesian coordinates (Å):
C: 0.08 -0.73 1.27  -1.143
C: -0.61 0.78 -1.23  -0.262
N: 0.55 0.17 -0.73  0.067
S: 1.25 -1.66 1.90  0.458
Cl: -1.54 -0.84 1.58  0.632
Cl: 2.96 -0.60 1.44  0.112
H: -1.42 0.65 -0.67  -0.013
H: -0.99 0.47 -2.15  0.073
H: -0.28 1.77 -1.42  0.075

Frontier orbital gap (alpha / beta) in eV: 7.86 / 7.15
Highest occupied orbital energy (alpha / beta) in eV: -9.019 / -7.633

It is a that is the most stable of them.

--- a ---
DFT (the ωB97M-V functional and the def2-TZVPD basis) results for one molecule with the formula C2N2OS.

Each line ends with the Löwdin charge.
Cartesian coordinates (Å):
O: -2.35 -1.37 -1.27  0.223
C: -1.50 -0.74 -0.78  -0.241
N: -0.57 -0.15 -0.31  0.059
C: 0.04 0.81 0.28  -0.008
N: 1.66 0.36 0.65  -0.640
S: 2.72 1.10 1.43  0.607

Frontier orbital gap (alpha / beta) in eV: 6.38 / 6.39
SMILES: O=C=NC#[N+][S-]
Highest occupied orbital energy (alpha / beta) in eV: -7.850 / -8.006

--- b ---
DFT (the ωB97M-V functional and the def2-TZVPD basis) results for one molecule with the formula C2N2OS.

Each line ends with the Löwdin charge.
Cartesian coordinates (Å):
O: -2.74 0.07 0.00  0.207
C: -1.59 -0.01 0.08  -0.228
N: -0.38 -0.01 -0.10  0.196
C: 0.92 -0.08 0.02  -0.161
N: 2.05 0.20 -0.02  -0.566
S: 3.57 -0.02 0.02  0.553

Frontier orbital gap in eV: 8.20
SMILES: O=C=NC#[N+][S-]
Highest occupied orbital energy in eV: -8.349

It is b that is the most stable of them.

--- a ---
DFT (the ωB97M-V functional and the def2-TZVPD basis) results for a 7-piece molecular cluster, C7H28N2O7 overall.

Each line ends with the Löwdin charge.
Cartesian coordinates (Å):
N: 2.17 2.18 1.03  0.137
C: 2.42 0.87 1.17  -0.665
N: 3.35 0.43 0.43  0.177
O: 1.77 0.11 2.09  -0.085
H: 1.37 2.59 1.52  0.126
H: 2.91 2.75 0.60  0.108
H: 3.49 -0.62 0.46  0.171
H: 3.55 0.98 -0.38  0.088
C: -3.61 0.53 2.55  -0.193
O: -3.66 -0.45 3.54  -0.097
H: -2.63 0.51 1.97  0.078
H: -3.67 1.54 2.86  0.055
H: -4.36 0.31 1.76  0.083
H: -4.57 -0.60 3.78  0.077
C: 1.46 -1.56 -1.09  -0.134
O: 2.24 -2.77 -0.99  -0.103
H: 0.53 -1.69 -1.65  0.072
H: 1.87 -0.71 -1.55  0.035
H: 1.21 -1.28 -0.07  0.050
H: 1.68 -3.50 -0.73  0.067
C: -2.99 -1.35 -0.99  -0.204
O: -2.06 -2.26 -0.72  -0.120
H: -3.87 -1.95 -1.43  0.104
H: -2.65 -0.67 -1.79  0.076
H: -3.19 -0.81 -0.07  0.060
H: -1.49 -2.48 -1.46  0.076
C: -0.67 1.54 -0.59  -0.163
O: -0.70 1.06 -1.92  -0.146
H: -0.15 0.82 0.08  0.062
H: -1.65 1.50 -0.19  0.051
H: -0.22 2.57 -0.55  0.090
H: 0.16 1.18 -2.40  0.049
C: 2.53 2.58 -2.63  -0.136
O: 1.87 1.40 -3.03  -0.133
H: 1.89 3.54 -2.74  0.119
H: 3.51 2.72 -3.07  0.081
H: 2.66 2.41 -1.53  0.045
H: 2.29 1.11 -3.84  0.098
C: -0.76 -1.88 2.09  -0.151
O: 0.39 -2.75 2.11  -0.123
H: -0.40 -1.20 1.32  0.032
H: -0.83 -1.29 3.00  0.081
H: -1.66 -2.45 1.84  0.080
H: 0.44 -2.96 1.18  0.024

Frontier orbital gap in eV: 9.20
SMILES: NC(N)=O.CO.CO.CO.CO.CO.CO
Highest occupied orbital energy in eV: -9.096

--- b ---
DFT (the ωB97M-V functional and the def2-TZVPD basis) results for a 7-piece molecular cluster, C7H28N2O7 overall.

Each line ends with the Löwdin charge.
Cartesian coordinates (Å):
N: 1.20 0.99 2.87  0.101
C: 0.82 0.01 3.97  -0.580
N: 0.19 -0.99 3.33  0.179
O: 1.12 0.16 5.11  0.092
H: 1.59 1.83 3.25  0.091
H: 0.44 1.11 2.22  0.067
H: -0.30 -1.78 3.72  0.110
H: 0.01 -0.84 2.35  0.058
C: 3.65 0.57 0.68  -0.129
O: 2.71 -0.43 1.13  -0.183
H: 4.25 0.12 -0.08  0.071
H: 3.13 1.47 0.31  0.078
H: 4.31 0.86 1.48  0.073
H: 2.21 0.02 1.85  -0.003
C: 1.73 2.17 -3.72  -0.167
O: 0.70 3.12 -4.01  -0.126
H: 1.92 2.04 -2.65  0.069
H: 1.51 1.25 -4.27  0.072
H: 2.64 2.51 -4.26  0.085
H: -0.01 2.90 -3.41  0.022
C: -2.42 2.95 -0.87  -0.110
O: -1.65 3.45 -2.02  -0.147
H: -3.10 2.15 -1.21  0.075
H: -1.72 2.45 -0.19  0.064
H: -2.93 3.71 -0.29  0.075
H: -2.14 3.98 -2.68  0.088
C: -4.33 -1.39 -0.63  -0.160
O: -4.53 -2.50 0.27  -0.133
H: -3.81 -0.52 -0.07  0.086
H: -3.71 -1.65 -1.50  0.071
H: -5.35 -1.14 -0.92  0.077
H: -3.72 -2.75 0.70  0.064
C: 1.32 -3.74 0.71  -0.173
O: 0.17 -4.35 0.16  -0.131
H: 2.27 -3.97 0.20  0.090
H: 1.14 -2.66 0.71  0.048
H: 1.38 -4.05 1.76  0.076
H: 0.53 -5.24 -0.05  0.082
C: -0.45 -0.27 -0.94  -0.125
O: -0.03 -0.27 0.39  -0.164
H: -1.52 -0.39 -0.91  0.056
H: -0.07 0.58 -1.49  0.075
H: -0.10 -1.22 -1.37  0.093
H: 0.94 -0.24 0.33  0.041

Frontier orbital gap in eV: 10.60
SMILES: NC(N)=O.CO.CO.CO.CO.CO.CO
Highest occupied orbital energy in eV: -10.211

It is b that is the most stable of them.

--- a ---
DFT (the ωB97M-V functional and the def2-TZVPD basis) results for a 2-piece molecular cluster, CH6OS2 overall.

Each line ends with the Löwdin charge.
Cartesian coordinates (Å):
C: -0.36 -2.08 2.80  -0.165
O: 0.55 -1.34 2.00  -0.148
H: -0.79 -2.85 2.17  0.078
H: -1.17 -1.46 3.19  0.077
H: 0.14 -2.57 3.64  0.077
H: 1.07 -0.73 2.54  0.082
S: 0.57 0.94 -2.10  0.221
S: -0.72 0.79 -0.45  0.221
H: 0.35 2.25 -2.26  -0.219
H: -0.31 -0.45 -0.17  -0.222

Frontier orbital gap in eV: 8.71
SMILES: CO.SS
Highest occupied orbital energy in eV: -8.269

--- b ---
DFT (the ωB97M-V functional and the def2-TZVPD basis) results for a 2-piece molecular cluster, CH6OS2 overall.

Each line ends with the Löwdin charge.
Cartesian coordinates (Å):
C: -0.73 3.08 0.34  -0.482
S: 0.14 1.85 -0.68  0.342
S: -1.12 1.60 -2.26  0.278
H: -0.62 4.08 -0.07  0.029
H: -0.05 3.11 1.20  0.023
H: -1.76 2.80 0.55  0.028
H: -2.16 0.87 -1.91  -0.219
O: 2.06 -5.66 0.55  -0.053
H: 2.71 -6.26 0.95  0.036
H: 1.54 -5.48 1.33  0.017

Frontier orbital gap in eV: 9.60
SMILES: CSS.O
Highest occupied orbital energy in eV: -8.954

It is b that is the most stable of them.

--- a ---
DFT (the ωB97M-V functional and the def2-TZVPD basis) results for a 2-piece molecular cluster, C5H13NS2 overall.

Each line ends with the Löwdin charge.
Cartesian coordinates (Å):
C: 1.05 0.19 1.97  -0.054
N: 0.68 1.19 1.22  -0.047
C: 1.71 1.81 0.38  -0.284
C: 1.23 1.66 -1.09  -0.083
H: 2.11 -0.09 2.16  0.075
H: 0.30 -0.40 2.51  0.064
H: 1.71 2.86 0.69  0.110
H: 2.64 1.32 0.54  0.080
H: 1.91 2.19 -1.74  0.060
H: 1.21 0.62 -1.38  0.054
H: 0.23 2.08 -1.19  0.072
C: -0.57 -2.46 -0.93  -0.193
C: -1.23 -1.16 -0.55  -0.652
S: -2.99 -1.40 -0.05  0.392
S: -3.49 0.61 0.01  0.275
H: -0.88 -2.98 -1.85  0.070
H: -0.75 -3.20 -0.14  0.067
H: 0.52 -2.40 -0.95  0.070
H: -1.30 -0.37 -1.35  0.056
H: -0.67 -0.82 0.33  0.027
H: -3.42 0.76 1.40  -0.160

Frontier orbital gap in eV: 9.43
SMILES: C=NCC.CCSS
Highest occupied orbital energy in eV: -8.771

--- b ---
DFT (the ωB97M-V functional and the def2-TZVPD basis) results for one molecule with the formula C5H13NS2.

Each line ends with the Löwdin charge.
Cartesian coordinates (Å):
C: 1.99 -1.36 1.38  -0.112
C: 2.12 -0.83 -0.06  -0.330
C: 1.39 -1.65 -1.10  -0.511
S: -0.40 -1.22 -1.44  0.488
S: -1.33 -0.83 0.36  0.491
C: -1.17 0.99 0.50  -0.557
C: -1.75 1.86 -0.57  -0.357
N: -3.20 2.10 -0.43  -0.011
H: 2.67 -0.83 2.04  0.071
H: 2.19 -2.44 1.39  0.074
H: 0.96 -1.24 1.70  0.017
H: 3.17 -0.69 -0.32  0.102
H: 1.78 0.21 -0.11  0.085
H: 1.82 -1.54 -2.10  0.061
H: 1.38 -2.70 -0.82  0.060
H: -1.51 1.18 1.52  0.071
H: -0.10 1.22 0.61  0.056
H: -1.26 2.83 -0.64  0.104
H: -1.57 1.47 -1.58  0.084
H: -3.77 1.40 -0.89  0.061
H: -3.41 2.05 0.56  0.052

Frontier orbital gap in eV: 9.61
SMILES: CCCSSCCN
Highest occupied orbital energy in eV: -8.881

It is b that is the most stable of them.

--- a ---
DFT (the ωB97M-V functional and the def2-TZVPD basis) results for one molecule with the formula C2H7N3.

Each line ends with the Löwdin charge.
Cartesian coordinates (Å):
N: -2.27 -0.65 -0.05  0.041
C: -0.93 -0.28 -0.35  -0.320
N: -0.26 0.48 0.41  0.025
C: 1.15 0.74 -0.12  -0.330
N: 2.10 -0.09 0.57  -0.011
H: -2.62 -0.21 0.80  0.077
H: -2.94 -0.62 -0.81  0.072
H: -0.61 -0.73 -1.31  0.122
H: 1.22 0.59 -1.20  0.095
H: 1.37 1.79 0.08  0.099
H: 1.96 0.06 1.57  0.067
H: 1.83 -1.06 0.41  0.062

Frontier orbital gap in eV: 10.08
SMILES: N/C=N/CN
Highest occupied orbital energy in eV: -8.942

--- b ---
DFT (the ωB97M-V functional and the def2-TZVPD basis) results for one molecule with the formula C2H7N3.

Each line ends with the Löwdin charge.
Cartesian coordinates (Å):
H: -0.82 -2.93 -0.80  0.040
N: -0.84 -1.93 -1.04  0.058
C: -0.30 -1.19 -0.15  -0.299
N: -0.18 0.19 -0.50  -0.088
N: -0.16 1.12 0.58  -0.174
C: 1.26 1.61 0.77  -0.129
H: 0.05 -1.46 0.90  0.137
H: -0.93 0.47 -1.10  0.110
H: -0.46 0.61 1.44  0.088
H: 1.26 1.96 1.94  0.117
H: 1.45 2.44 0.00  0.084
H: 1.94 0.73 0.67  0.057

Frontier orbital gap in eV: 10.01
SMILES: [H]/N=C/NNC
Highest occupied orbital energy in eV: -9.053

It is a that is the most stable of them.